Record 1
Entry from OMol25: C2H3O4P as an isolated structure (ωB97M-V with the def2-TZVPD basis set).

E_LUMO, eV: 7.28
Net charge: -2
DFT total energy, Eh: -720.320023
Frontier orbital gap, eV: 6.23
Relative energy (zero: lowest compared OMol25 entry of this formula, charge and spin), kcal per mole: 26.0

Structure (XYZ):
```
10
Properties=species:S:1:pos:R:3:forces:R:3:nbo_charge:R:1
C -1.60985 0.25224 0.16245 1.12 -1.09 0.58 0.7602
C -0.34435 -0.76709 0.06642 -0.55 3.44 3.77 -0.8847
O -1.50749 1.31324 -0.48009 0.44 0.84 -0.88 -0.8310
O 2.75865 -0.88323 -0.04843 0.80 -1.03 -0.38 -1.2181
O -2.59901 -0.05691 0.87968 0.17 -0.46 0.11 -0.8419
O 1.62479 1.36899 -0.54875 -1.01 -1.37 1.05 -1.0854
P 1.79236 0.06010 0.58638 -1.76 0.63 -0.25 1.2304
H -0.22547 -0.98391 -0.91989 0.49 -1.42 -2.73 0.1789
H -0.53867 -1.48297 0.85501 0.28 -0.86 -0.45 0.1842
H 0.64905 1.17954 -0.55278 0.03 1.31 -0.82 0.5074
```
Forces are in eV/Å.

Record 2
Entry from OMol25: one molecule with the formula C5H10O2 (ωB97M-V with the def2-TZVPD basis set).

E_LUMO, eV: 0.83
Net charge: 0
DFT total energy, Eh: -346.983409
Frontier orbital gap, eV: 10.81
SMILES string: O[C@H]1CC[C@H](O)C1
Relative energy (zero: lowest compared OMol25 entry of this formula, charge and spin), kcal per mole: 26.4

Structure (XYZ):
```
17
Properties=species:S:1:pos:R:3:forces:R:3:nbo_charge:R:1
O 0.04045 -1.05854 -1.89612 0.01 0.12 -0.28 -0.7246
C -0.59747 -0.99783 -0.62597 -0.13 0.04 0.36 0.0979
C 0.47656 -1.36155 0.42130 0.00 -0.03 0.02 -0.4237
C 0.97034 -0.01546 1.01291 0.06 0.02 0.04 -0.4212
C 0.33530 1.07279 0.13534 0.05 -0.50 -0.10 0.0978
O 0.19988 2.28575 0.85290 -0.25 0.27 -0.16 -0.7150
C -0.99320 0.42805 -0.25702 0.02 0.17 0.05 -0.4589
H -0.29681 -0.35226 -2.45696 -0.08 -0.12 -0.01 0.4658
H -1.46158 -1.67689 -0.60560 0.20 0.05 -0.06 0.1689
H 0.07899 -2.02467 1.19818 0.05 0.16 -0.14 0.2108
H 1.26919 -1.90291 -0.10397 -0.10 0.06 0.16 0.2282
H 2.06101 0.05561 1.05010 -0.16 0.02 -0.02 0.2166
H 0.59977 0.12632 2.03482 0.02 -0.02 -0.15 0.2130
H 0.94925 1.19754 -0.77278 -0.10 0.21 0.23 0.1598
H -0.47889 2.83385 0.42569 0.40 -0.27 0.15 0.4673
H -1.62966 0.41742 0.63641 -0.02 -0.04 -0.12 0.2172
H -1.52313 0.97279 -1.04922 0.02 -0.16 0.02 0.2001
```
Forces are in eV/Å.

Record 3
Entry from OMol25: one molecule with the formula C5H7NO (ωB97M-V with the def2-TZVPD basis set).

E_LUMO, eV: 0.73
Net charge: 0
DFT total energy, Eh: -324.581949
Frontier orbital gap, eV: 10.69
SMILES string: N#CCC1(O)CC1
Relative energy (zero: lowest compared OMol25 entry of this formula, charge and spin), kcal per mole: 89.4

Structure (XYZ):
```
14
Properties=species:S:1:pos:R:3:forces:R:3:nbo_charge:R:1
N -3.11511 0.08235 -0.81588 1.14 0.55 0.21 -0.3213
C -2.07660 0.55896 -0.62985 -1.12 -0.41 -0.19 0.2925
C -0.73759 1.10828 -0.38287 0.04 -0.06 -0.03 -0.5278
C 0.23181 -0.00806 -0.09529 -0.60 -0.93 -0.77 0.2285
O 0.37776 -0.94181 -1.31303 -1.80 0.51 0.47 -0.7388
C 1.61650 -0.01790 0.38681 0.17 -0.39 -0.84 -0.5273
C 0.51436 -0.63985 1.24749 -0.21 -0.26 -0.51 -0.4458
H -0.78880 1.80994 0.45883 0.08 -0.22 -0.10 0.2615
H -0.40613 1.67332 -1.26131 -0.10 -0.12 0.08 0.2615
H -0.00072 -1.82493 -1.16974 -0.33 0.44 0.17 0.4928
H 1.63725 -0.80635 -0.64964 2.69 1.56 2.81 0.3587
H 2.17882 0.87166 0.74527 -0.38 -0.84 -0.58 0.2278
H 0.08470 -0.14266 2.13375 0.45 0.05 -0.63 0.2250
H 0.48378 -1.72293 1.34547 -0.03 0.12 -0.11 0.2127
```
Forces are in eV/Å.

Record 4
Entry from OMol25: C42H48FMoN4O6P4SSeSi as an isolated structure (ωB97M-V with the def2-TZVPD basis set).

E_LUMO (alpha / beta), eV: 2.14 / 2.14
Net charge: -1
DFT total energy, Eh: -6922.800751
Frontier orbital gap (alpha / beta), eV: 7.26 / 7.26
Relative energy (zero: lowest compared OMol25 entry of this formula, charge and spin), kcal per mole: 0.0

Structure (XYZ):
```
109
Properties=species:S:1:pos:R:3:forces:R:3:mulliken_charge:R:1
Mo 0.31956 -0.47510 -1.37468 -0.34 0.78 0.50 0.0249
N -3.75350 -0.41616 4.67176 -0.03 -0.01 0.07 -0.0335
C -3.51949 -1.04145 3.30679 0.07 -0.01 -0.13 -0.1329
C -4.79386 -1.76082 2.89799 -0.03 -0.05 -0.01 -1.4900
P -2.13499 -2.24563 3.65106 -0.15 -0.08 0.00 0.8559
O -0.97341 -1.15573 3.97424 0.01 0.12 -0.18 -0.5874
O -2.52747 -2.84540 4.96093 -0.01 0.02 0.03 -0.9416
O -1.87148 -3.04790 2.43099 0.07 0.07 -0.01 -0.5382
P -3.21945 0.47494 2.24513 0.28 0.07 -0.01 1.6592
O -3.94371 0.17466 0.84789 -0.14 -0.18 -0.03 -0.7840
O -4.02274 1.51147 2.97514 0.04 0.09 0.03 -1.0673
O -1.74534 0.66004 2.01240 -0.14 -0.15 0.12 -0.3960
H -4.37830 -1.00037 5.22116 0.06 -0.05 0.01 0.3607
H -4.11199 0.54256 4.46465 -0.01 0.03 0.01 0.4402
H -2.85523 -0.39064 5.16271 -0.05 0.07 -0.01 0.3320
H -5.00798 -2.57025 3.60162 -0.01 0.00 0.01 0.5406
H -4.65146 -2.20185 1.91374 -0.02 0.02 0.04 -0.0842
H -5.64402 -1.07498 2.84497 0.00 -0.01 -0.02 0.4649
H -0.89484 -0.54852 3.20194 0.00 -0.04 0.12 0.0620
H -3.33536 -0.13356 0.15064 0.01 0.12 0.00 0.0770
N 1.33347 2.49037 -0.61661 -0.11 0.09 0.01 0.2118
P 1.25500 1.64929 -2.05876 0.13 0.00 -0.35 1.5154
C 2.90642 1.93406 -2.79882 -0.04 0.02 0.02 0.3421
C 3.93445 1.02892 -2.55840 -0.03 -0.10 0.04 0.1854
C 5.21583 1.27881 -3.02501 0.02 0.01 -0.01 -0.7886
C 5.48424 2.43851 -3.73830 -0.01 -0.01 0.00 -0.4988
C 4.46504 3.34672 -3.98555 0.01 0.00 0.00 -0.7842
C 3.18237 3.09557 -3.51972 -0.02 -0.02 0.03 -0.5519
C 0.21399 2.64405 -3.19552 -0.05 0.00 0.06 0.3695
C 0.00703 2.19699 -4.50031 0.02 -0.01 -0.01 -0.5202
C -0.79849 2.91113 -5.36978 -0.01 0.00 -0.01 -0.6200
C -1.42219 4.07894 -4.94564 0.01 0.01 0.01 -0.5667
C -1.22842 4.52734 -3.64973 -0.01 0.00 -0.02 -0.6260
C -0.41112 3.81495 -2.77962 -0.01 -0.01 0.05 -0.2157
P 0.19182 1.75123 0.45347 0.34 -0.21 -0.16 0.8206
C -1.01394 3.11859 0.55781 -0.11 -0.10 0.02 0.6117
C -0.62730 4.36351 1.04811 0.01 -0.02 0.06 -0.5410
C -1.49888 5.44067 0.99021 0.01 0.00 -0.01 -0.6650
C -2.76603 5.27736 0.44516 0.00 0.03 -0.01 -0.7501
C -3.15675 4.03883 -0.04029 -0.02 0.00 0.00 -0.8612
C -2.28206 2.96417 0.01291 0.05 0.05 -0.03 0.0124
C 1.11018 1.87052 2.02413 -0.01 0.10 0.05 0.2946
C 0.48065 2.11734 3.24260 0.03 -0.02 -0.04 -0.4060
C 1.23059 2.19470 4.40688 0.00 0.01 -0.01 -0.5665
C 2.60767 2.03476 4.36514 0.02 0.00 0.01 -0.6822
C 3.23894 1.79068 3.15450 -0.01 -0.01 0.03 -0.4744
C 2.49349 1.70440 1.99041 -0.01 -0.06 -0.04 -0.6043
H 1.59035 3.46879 -0.57027 0.02 0.00 0.03 0.4473
H 3.72497 0.11553 -2.01633 -0.01 0.01 0.00 -0.1543
H 6.00370 0.56150 -2.83351 0.00 -0.01 0.00 0.4613
H 6.48436 2.63194 -4.10553 0.01 0.00 0.00 0.3691
H 4.66630 4.25118 -4.54605 0.00 0.00 0.00 0.4143
H 2.39186 3.80558 -3.72590 -0.01 0.02 -0.01 0.3781
H 0.47583 1.27654 -4.82807 0.00 0.00 -0.01 0.3509
H -0.95126 2.55076 -6.37932 0.00 -0.01 -0.01 0.4060
H -2.06319 4.62936 -5.62276 0.00 0.00 0.00 0.3635
H -1.71926 5.42766 -3.30233 0.00 0.01 0.01 0.4342
H -0.28811 4.17355 -1.76469 0.01 -0.01 -0.03 0.2298
H 0.35468 4.48703 1.49314 -0.01 0.01 0.00 0.4493
H -1.19372 6.40379 1.38024 0.00 0.00 0.00 0.4120
H -3.45168 6.11494 0.40991 0.00 0.00 0.00 0.3895
H -4.14855 3.90089 -0.45020 -0.01 -0.01 -0.01 0.4704
H -2.58623 1.99966 -0.36761 -0.02 0.00 0.01 0.0082
H -0.59315 2.23118 3.27094 -0.04 0.00 0.01 0.3929
H 0.73345 2.37401 5.35161 -0.01 0.01 0.01 0.4001
H 3.18794 2.08576 5.27820 0.00 0.00 0.01 0.3746
H 4.30885 1.63670 3.11729 0.02 0.01 0.00 0.3898
H 2.98722 1.49404 1.04944 -0.01 0.00 0.01 0.1293
Se 1.03012 -1.22180 -3.38099 0.20 -0.16 -0.35 -1.0159
C 0.74269 -6.22730 -0.93687 -0.02 0.00 -0.01 -0.3863
C 0.19521 -5.40034 0.03586 -0.03 0.00 0.00 -0.9459
C 0.62895 -4.08679 0.16905 0.03 -0.02 -0.02 -0.0220
C 1.64037 -3.57455 -0.65251 0.02 0.04 -0.02 0.4072
C 2.17705 -4.42375 -1.62442 -0.04 0.01 -0.01 -0.4557
C 1.73431 -5.73194 -1.77373 0.00 -0.01 0.00 -0.6211
Si 2.26284 -1.77760 -0.49076 0.02 -0.09 0.18 1.9235
C 2.79017 -1.61286 1.31573 -0.03 0.04 -0.02 0.1354
C 1.83924 -1.63607 2.34092 0.02 0.02 0.03 0.8842
C 2.21456 -1.59425 3.67584 0.01 0.02 0.00 -0.9277
C 3.55957 -1.51774 4.01188 0.03 0.01 0.01 -0.5131
C 4.52071 -1.47637 3.01123 0.01 -0.01 0.01 -0.8906
C 4.13647 -1.52420 1.67679 -0.03 -0.01 0.02 -0.3669
H 0.40570 -7.25272 -1.03714 0.00 0.00 0.00 0.3757
H -0.56955 -5.77142 0.70809 -0.03 0.00 0.00 0.4496
H 0.16179 -3.47306 0.92984 -0.02 0.03 0.02 0.1815
H 2.95859 -4.05372 -2.28001 0.01 0.01 -0.01 0.2917
H 2.17285 -6.36926 -2.53338 0.00 0.00 0.00 0.3864
H 3.57250 -1.80909 -1.21549 0.02 0.02 -0.01 -0.5777
H 0.78546 -1.69553 2.09785 -0.03 0.01 0.00 -0.6877
H 1.44645 -1.61223 4.43832 0.01 -0.01 0.00 0.5389
H 3.85812 -1.48305 5.05334 0.00 0.00 0.00 0.4148
H 5.57225 -1.41540 3.27006 0.00 0.00 0.00 0.3811
H 4.89874 -1.50761 0.90445 0.00 0.00 -0.02 0.3486
F -0.53700 -1.21306 0.14566 0.15 -0.41 -0.05 0.2998
C -2.89481 -2.82791 -0.31500 -0.03 0.04 0.05 -0.4073
N -2.53743 -2.83113 -1.71994 0.14 0.04 0.05 0.2953
C -2.45140 -4.07773 -2.47247 0.05 -0.04 0.01 -0.3082
C -1.78993 -3.62052 -3.77202 -0.01 -0.06 -0.05 -0.4770
N -2.13774 -2.20112 -3.78452 -0.11 0.00 0.00 -0.2203
C -2.34983 -1.78268 -2.50689 -0.09 0.01 0.00 0.0159
S -2.35387 -0.13339 -2.07691 0.03 0.01 -0.01 -0.2516
H -3.98059 -2.85847 -0.19494 -0.02 -0.02 -0.01 0.3909
H -2.47325 -1.95989 0.18049 -0.06 -0.12 -0.09 -0.8189
H -2.44143 -3.68553 0.17452 -0.02 -0.03 -0.02 0.3404
H -3.45423 -4.48712 -2.63691 0.00 0.01 0.01 0.3139
H -1.84945 -4.80141 -1.92406 -0.01 -0.01 0.00 0.1268
H -2.18620 -4.13123 -4.64787 0.03 -0.01 0.01 0.3739
H -0.70394 -3.75098 -3.72619 -0.02 0.03 0.02 0.1407
H -1.58930 -1.56726 -4.34544 0.03 0.04 -0.02 0.3581
```
Forces are in eV/Å.